{
  "formula": "C25H18IN2O3Ti",
  "method": "ωB97M-V/def2-TZVPD",
  "symbols": ["I", "Ti", "O", "O", "O", "N", "N", "C", "C", "C", "C", "C", "C", "C", "C", "C", "C", "C", "C", "C", "C", "C", "C", "C", "C", "C", "C", "C", "C", "C", "C", "C", "H", "H", "H", "H", "H", "H", "H", "H", "H", "H", "H", "H", "H", "H", "H", "H", "H", "H"],
  "positions_angstrom": [[-0.982679, 0.624654, 2.359585], [-0.058195, 0.015842, -0.733346], [-0.822977, 3.077220, -3.405586], [-0.695276, 0.681600, -2.324015], [0.536457, -1.747363, -0.187901], [-1.814534, -0.945518, -0.559209], [-1.720887, -2.200808, 0.082213], [-0.488201, 2.569554, 1.895869], [2.356959, 3.436713, -1.097125], [-3.184518, 3.252701, -2.904058], [0.565362, -6.374886, 1.675446], [-0.863571, 4.369366, -3.984124], [1.875108, 2.110071, -0.946172], [0.843348, 4.153399, 0.644712], [0.428136, 2.814426, 0.824816], [-0.774063, -6.020224, 1.546995], [-0.607597, 4.909775, 2.424521], [0.918467, 1.769868, -0.015681], [-0.458689, -2.505554, 0.202165], [-4.327803, 2.676916, -2.324443], [1.827919, 4.436004, -0.341472], [-4.238470, 1.459147, -1.705265], [1.560819, -5.472408, 1.331512], [-2.937196, -0.478139, -0.919727], [-1.968032, 2.604890, -2.881432], [0.298019, 5.190224, 1.448472], [-0.116661, -3.857951, 0.727321], [-3.001720, 0.793208, -1.645699], [1.218513, -4.210978, 0.857536], [-0.996271, 3.568232, 2.670038], [-1.115856, -4.764311, 1.073502], [-1.868644, 1.339352, -2.253343], [3.122877, 3.657664, -1.831084], [-1.144065, 5.121173, -3.242362], [-1.680784, 3.347042, 3.478048], [1.979372, -3.493450, 0.585524], [-3.266769, 4.222092, -3.376658], [-5.108071, 1.010631, -1.240451], [2.603168, -5.745319, 1.431963], [0.622369, 6.210773, 1.277083], [2.292163, 1.359703, -1.615809], [0.827358, -7.358662, 2.044697], [0.142312, 4.570616, -4.338145], [-2.154193, -4.480728, 0.968687], [-1.553468, -6.721711, 1.815017], [2.161377, 5.459872, -0.470923], [-1.020625, 5.703195, 3.034820], [-5.271021, 3.205170, -2.366310], [-3.849022, -1.010543, -0.650732], [-1.564361, 4.405603, -4.821335]],
  "atomic_forces_ev_per_a": [[-0.163, -0.610, 0.027], [1.726, 1.058, 0.140], [0.224, 0.113, -0.168], [-0.776, 0.353, -0.468], [-0.360, -0.466, 0.125], [0.089, -1.197, 0.817], [-0.226, 0.652, -0.333], [0.301, 0.507, -0.282], [-0.009, -0.209, -0.048], [-0.188, 0.137, -0.002], [-0.046, -0.031, 0.009], [0.006, -0.075, 0.072], [0.090, 0.221, 0.118], [0.133, 0.259, -0.070], [-0.119, -0.181, 0.254], [0.067, 0.083, -0.030], [-0.105, -0.164, 0.095], [-0.120, 0.211, 0.096], [0.073, -0.651, -0.126], [0.149, 0.064, -0.081], [-0.093, 0.045, 0.131], [-0.001, 0.102, -0.014], [-0.073, 0.107, -0.036], [-0.538, 0.481, -0.336], [-0.282, -0.174, 0.237], [0.069, -0.070, -0.094], [-0.123, 0.353, 0.076], [-0.397, -0.580, 0.473], [0.124, -0.180, 0.077], [0.057, 0.308, -0.017], [-0.036, -0.115, 0.063], [0.481, -0.211, -0.412], [-0.016, -0.033, -0.001], [-0.008, 0.018, 0.014], [0.008, 0.001, -0.012], [0.015, -0.006, -0.001], [-0.029, -0.033, 0.019], [0.040, -0.018, -0.001], [-0.006, -0.007, 0.001], [0.005, -0.036, -0.011], [-0.063, -0.028, -0.075], [0.015, 0.016, -0.005], [0.020, 0.002, -0.022], [0.036, 0.034, -0.018], [0.025, -0.016, 0.003], [-0.029, -0.010, 0.030], [-0.002, -0.036, -0.001], [0.032, 0.004, -0.006], [0.007, -0.004, -0.164], [0.016, 0.011, -0.040]],
  "lowdin_spin": [0.02, 0.88, 0.00, -0.01, 0.02, 0.01, 0.00, 0.00, 0.00, 0.00, 0.00, 0.00, 0.00, 0.00, 0.00, 0.00, 0.00, 0.00, 0.01, 0.01, 0.00, 0.00, 0.00, 0.02, 0.00, 0.00, 0.00, 0.01, 0.00, 0.00, 0.00, 0.00, 0.00, 0.00, 0.00, 0.00, 0.00, 0.00, 0.00, 0.00, 0.00, 0.00, 0.00, 0.00, 0.00, 0.00, 0.00, 0.00, 0.00, 0.00],
  "e_tot_ev": -66556.469,
  "lumo_energy_ev": [-0.189, -0.215],
  "multiplicity": 2,
  "gap_ev": [7.24, 7.85],
  "de_lowest_kj_mol": 61.4,
  "max_force_ev_per_a": 2.03
}